## P
The following is a quantum chemistry calculation of one molecule with the formula C6H11N, from the Open Molecules 2025 dataset.

Kohn-Sham gap: 9.31 eV
SMILES: NC1C[C@H]2C[C@@H]2C1
LUMO energy: 1.1 eV

```
! RIJCOSX wB97M-V def2-TZVPD def2/J DEFGRID3
* xyz 0 1
C -0.143 -0.561 1.119
C -0.701 0.067 -0.938
C -1.244 0.269 0.515
H 2.498 0.264 -1.829
N 1.626 -0.251 -1.599
H 0.937 1.231 1.158
H -0.115 -1.631 0.687
H -1.259 1.335 0.941
H 1.226 -0.570 -2.618
H -0.847 -0.981 -1.250
C 1.126 0.310 0.683
C -1.611 -0.493 1.623
H 0.693 1.535 -1.221
H 2.055 -0.195 1.076
H -1.978 0.038 2.617
C 0.732 0.473 -0.822
H -1.964 -1.513 1.664
H -1.028 0.673 -1.805
*
```


## Q
The following is a quantum chemistry calculation of one molecule with the formula C6H11N, from the Open Molecules 2025 dataset.

Kohn-Sham gap: 10.52 eV
SMILES: [H]/N=C(\C)C(=C)CC
LUMO energy: 1.0 eV

```
! RIJCOSX wB97M-V def2-TZVPD def2/J DEFGRID3
* xyz 0 1
H 2.261 0.333 -0.471
H 1.034 1.790 0.739
C 1.882 -0.689 -0.552
C -1.924 -1.326 -0.051
H 0.301 -1.716 -1.516
C 0.475 -0.715 -1.108
H -1.541 2.670 0.492
H 0.397 -0.015 -1.944
C -0.927 -0.463 -0.241
C 0.299 1.185 1.272
H -0.135 1.762 2.094
H -1.970 -2.268 -0.590
H -2.725 -1.110 0.652
H 2.561 -1.192 -1.250
H 1.953 -1.206 0.409
H 0.733 0.295 1.732
C -0.935 0.861 0.348
N -1.739 1.803 -0.015
*
```


## R
The following is a quantum chemistry calculation of a 3-piece molecular cluster, C6H11N overall, from the Open Molecules 2025 dataset.

Kohn-Sham gap (spin up / spin down): 7.94 / 7.94 eV
LUMO energy (spin up / spin down): -0.3 / -0.3 eV

```
! RIJCOSX wB97M-V def2-TZVPD def2/J DEFGRID3
* xyz 0 1
C -0.706 -1.247 1.260
H 0.763 -0.667 -1.821
C -0.833 -0.440 -1.182
C 0.497 0.889 0.510
H -0.549 2.293 -0.777
H -1.142 -1.397 -1.598
H 0.771 0.802 1.567
H -1.347 2.023 0.787
H -1.450 0.409 -1.459
C -0.111 -0.430 0.039
H 1.411 -1.086 -1.466
C -0.376 2.118 0.290
H 1.433 0.986 -0.057
H 1.581 -1.562 0.962
N -1.327 -1.549 2.200
H 0.124 3.005 0.689
H 0.491 -2.553 -0.183
C 0.773 -1.592 0.238
*
```


## S
The following is a quantum chemistry calculation of C6H11N as an isolated structure, from the Open Molecules 2025 dataset.

Kohn-Sham gap: 9.73 eV
LUMO energy: 1.3 eV

```
! RIJCOSX wB97M-V def2-TZVPD def2/J DEFGRID3
* xyz 0 1
C 0.247 -1.969 -0.010
H -1.597 -1.468 -1.142
C -0.515 1.328 -0.602
H -1.611 1.232 -0.383
H -0.305 -2.676 0.474
H 0.922 2.620 0.430
H -0.861 -0.417 0.790
C -0.452 -1.359 -1.277
C 0.159 1.819 0.676
H 1.212 -2.480 -0.189
C 0.207 -0.548 0.475
C 0.942 0.542 1.166
H -0.423 1.922 -1.575
H -0.753 2.090 1.195
H 0.901 0.499 2.246
H 2.016 0.576 0.804
N 0.093 -0.016 -0.851
H -0.182 -1.696 -2.227
*
```


Most stable = Q


## P
The following is a quantum chemistry calculation of a 2-piece molecular cluster, C6H11N overall, from the Open Molecules 2025 dataset.

Kohn-Sham gap: 9.10 eV
SMILES: C#CC(=C)C.CN
LUMO energy: 1.0 eV

```
! RIJCOSX wB97M-V def2-TZVPD def2/J DEFGRID3
* xyz 0 1
C 1.426 -1.854 0.573
C -0.269 -0.782 -1.145
H -0.238 0.573 0.551
H 1.899 -2.607 1.169
H -0.524 -0.203 -3.183
C 0.477 1.871 2.084
C -1.743 -0.917 -0.860
H -2.335 -0.317 -1.559
C 0.735 -1.146 -0.135
H 1.283 1.415 2.663
H -2.077 -1.957 -0.887
N 0.464 1.395 0.712
H -0.477 1.672 2.577
H 1.194 -0.626 -2.693
C 0.158 -0.503 -2.393
H -1.973 -0.515 0.132
H 0.624 2.953 2.113
H 1.375 1.547 0.282
*
```


## Q
The following is a quantum chemistry calculation of one molecule with the formula C6H11N, from the Open Molecules 2025 dataset.

Kohn-Sham gap: 12.08 eV
SMILES: CC(C)[C@@H](C)C#N
LUMO energy: 0.9 eV

```
! RIJCOSX wB97M-V def2-TZVPD def2/J DEFGRID3
* xyz 0 1
H -1.290 1.433 1.738
C -0.185 0.930 -0.164
H 0.389 -2.360 0.848
H 0.594 -0.874 1.786
C -0.435 -0.603 -0.123
C -0.468 -1.253 -1.513
H -0.995 1.479 -0.626
H -1.224 -0.792 -2.158
H -0.707 -2.321 -1.428
C 0.599 -1.289 0.772
H 1.609 -1.167 0.361
H -0.354 2.811 1.137
N 2.145 1.497 -1.250
C -0.344 1.704 1.231
H 0.504 -1.165 -2.012
C 1.106 1.244 -0.808
H -1.428 -0.719 0.329
H 0.484 1.444 1.880
*
```


Most stable = Q


## P
The following is a quantum chemistry calculation of one molecule with the formula C6H11N, from the Open Molecules 2025 dataset.

Kohn-Sham gap: 8.37 eV
SMILES: C/C=C/C(C)=C/N
LUMO energy: 0.8 eV

```
! RIJCOSX wB97M-V def2-TZVPD def2/J DEFGRID3
* xyz 0 1
H 3.108 -2.029 -0.808
C -0.656 0.195 -0.493
C 0.733 -0.048 -0.108
H -3.294 0.423 -1.027
H 2.339 0.879 1.033
C -1.649 0.543 0.365
C 1.251 0.796 1.037
H 3.150 -0.825 0.266
H 1.125 -1.104 -1.802
C -3.030 0.061 -0.030
H -3.094 -1.015 0.090
H 1.031 0.444 2.051
N 2.912 -1.037 -0.700
H 0.792 1.772 0.950
H -3.819 0.411 0.643
H -0.858 -0.088 -1.529
H -1.554 1.499 0.872
C 1.512 -0.877 -0.809
*
```


## Q
The following is a quantum chemistry calculation of one molecule with the formula C6H11N, from the Open Molecules 2025 dataset.

Kohn-Sham gap: 8.88 eV
SMILES: C/C=C/C=C/NC
LUMO energy: 1.1 eV

```
! RIJCOSX wB97M-V def2-TZVPD def2/J DEFGRID3
* xyz 0 1
C 0.436 -0.532 0.209
H 1.082 -1.306 -0.229
C -3.364 -0.516 -0.458
H 3.205 -0.351 -0.686
C 3.137 0.361 0.185
H -3.948 -0.467 0.422
C 0.736 0.798 0.394
H 2.287 2.173 0.283
H 0.034 1.596 0.979
C -1.995 -0.101 -0.468
H -4.047 -0.096 -1.147
H -3.201 -1.654 -0.605
N 2.061 1.264 -0.070
H -1.660 0.720 -1.163
H 3.266 -0.098 1.180
C -1.045 -0.932 0.197
H 4.116 0.912 0.148
H -1.102 -1.772 0.828
*
```


## R
The following is a quantum chemistry calculation of one molecule with the formula C6H11N, from the Open Molecules 2025 dataset.

Kohn-Sham gap: 9.07 eV
SMILES: [H]/N=C(C)\C(C)=C\C
LUMO energy: 0.4 eV

```
! RIJCOSX wB97M-V def2-TZVPD def2/J DEFGRID3
* xyz 0 1
H -2.458 1.184 -0.771
H 1.303 -2.671 0.674
C -1.595 1.852 -0.757
H 2.818 -1.883 0.218
H 1.905 -1.268 1.597
H -0.469 -0.875 1.994
H -1.643 2.496 0.125
N 0.636 1.460 -1.617
H 1.481 -0.780 -1.328
H -1.659 2.486 -1.648
H -1.667 -1.393 0.801
C -0.294 1.091 -0.761
C -1.028 -0.558 1.108
C 1.807 -1.703 0.597
C 1.070 -0.781 -0.325
C -0.119 -0.156 -0.017
H 1.587 1.243 -1.325
H -1.675 0.258 1.436
*
```


## S
The following is a quantum chemistry calculation of C6H11N as an isolated structure, from the Open Molecules 2025 dataset.

Kohn-Sham gap: 9.84 eV
LUMO energy: 1.2 eV

```
! RIJCOSX wB97M-V def2-TZVPD def2/J DEFGRID3
* xyz 0 1
H -0.705 -0.646 1.697
H 0.002 -0.187 -2.371
H -0.331 -2.262 0.977
C 0.272 -0.771 -1.535
H -1.856 2.047 0.574
H -0.275 2.645 0.664
H -0.655 1.284 1.695
C -0.738 1.700 0.707
C 1.200 -0.463 0.627
C -0.259 -1.153 0.834
N -0.430 0.828 -0.518
H 1.693 0.985 -1.188
H -1.785 -0.849 -0.717
H 0.460 -1.849 -1.919
C -0.823 -0.604 -0.526
H 1.542 0.236 1.379
H 1.835 -1.231 0.370
C 0.854 0.289 -0.750
*
```


Most stable = R


## P
The following is a quantum chemistry calculation of one molecule with the formula C6H11N, from the Open Molecules 2025 dataset.

Kohn-Sham gap: 8.99 eV
SMILES: C=CCN/C=C/C
LUMO energy: 1.1 eV

```
! RIJCOSX wB97M-V def2-TZVPD def2/J DEFGRID3
* xyz 0 1
C 0.643 -0.359 -0.849
H 0.604 1.631 1.854
C -1.818 1.778 2.070
H 2.119 0.512 0.567
C -1.068 0.712 1.336
H -1.594 -0.130 0.897
H 1.252 -2.496 -0.670
N 1.169 0.031 0.504
C 1.092 -2.110 -2.820
H -1.214 2.612 2.428
H -0.457 -0.502 -0.581
H 0.719 0.452 -1.687
C 1.148 -1.752 -1.494
H 1.219 -3.257 -3.204
H -2.459 2.192 1.202
H -2.456 1.245 2.818
C 0.277 0.844 1.250
H 0.824 -1.403 -3.622
*
```


## Q
The following is a quantum chemistry calculation of one molecule with the formula C6H11N, from the Open Molecules 2025 dataset.

Kohn-Sham gap: 11.52 eV
SMILES: CCC[C@@H](C)C#N
LUMO energy: 0.9 eV

```
! RIJCOSX wB97M-V def2-TZVPD def2/J DEFGRID3
* xyz 0 1
H 0.780 -1.186 1.342
H 0.300 -0.107 -2.463
C -0.161 -0.846 0.896
C -1.326 -1.107 1.836
H 0.235 1.155 1.493
C -0.291 -1.560 -0.375
N -0.257 -1.692 -1.524
C 0.536 0.911 -2.005
C 1.040 0.958 -0.526
H -0.990 1.040 0.234
C -0.013 0.648 0.552
H -1.177 -0.549 2.763
H 1.492 1.936 -0.263
H -0.323 1.599 -2.134
H 1.883 0.259 -0.451
H 1.359 1.317 -2.588
H -2.270 -0.782 1.385
H -1.398 -2.173 2.059
*
```


Most stable = Q


## P
The following is a quantum chemistry calculation of one molecule with the formula C6H11N, from the Open Molecules 2025 dataset.

Kohn-Sham gap: 9.24 eV
SMILES: C=CN(C)C(=C)C
LUMO energy: 1.0 eV

```
! RIJCOSX wB97M-V def2-TZVPD def2/J DEFGRID3
* xyz 0 1
C 1.920 1.298 0.236
H -2.064 -2.194 0.339
H -0.857 -0.516 -1.548
H 2.653 0.723 -0.252
C -0.113 -1.294 -1.091
N 0.335 -0.743 0.173
C 0.607 1.003 -0.118
H -2.326 -1.625 2.046
H -1.323 1.316 -0.812
H 2.162 1.348 1.266
H -0.418 -0.291 2.107
C -0.376 1.718 -0.615
H 2.107 2.417 -0.082
C -1.754 -1.501 1.086
H 0.688 -1.265 -1.874
H -0.089 2.670 -1.078
H -0.507 -2.302 -0.953
C -0.646 -0.761 1.170
*
```


## Q
The following is a quantum chemistry calculation of C6H11N as an isolated structure, from the Open Molecules 2025 dataset.

Kohn-Sham gap: 10.28 eV
LUMO energy: 1.0 eV

```
! RIJCOSX wB97M-V def2-TZVPD def2/J DEFGRID3
* xyz 0 1
H 1.347 -0.689 1.927
C -0.615 0.509 -0.551
H -2.648 -0.719 -0.681
H -0.625 2.749 0.121
H -0.613 0.469 -1.581
C 1.788 -0.591 -1.048
C 0.744 -0.112 -0.082
H 1.936 -0.001 -1.839
H -1.953 -0.476 0.926
H -2.789 0.826 0.099
H 2.701 -0.569 -0.606
H 1.442 -1.531 -1.302
C 0.438 -0.767 1.294
H -0.396 -0.366 1.830
C -0.082 1.752 0.063
N 1.075 1.312 0.392
H 0.322 -1.745 1.025
C -2.071 -0.050 0.013
*
```


Most stable = Q